[1]
The following is a quantum chemistry calculation of a structure of composition C24H25I2NO5Re in a non-equilibrium geometry, from OMol25.

Element x y z (Å)
C1 0.355 2.077 2.414
C2 2.069 1.553 -1.873
Re1 -0.535 -0.152 -0.030
O1 -1.832 1.463 -0.360
I1 -5.467 0.577 -5.309
C3 -2.443 0.098 -2.153
H1 0.765 3.843 1.230
H2 3.019 1.444 -1.340
C4 3.265 -0.559 0.129
C5 -2.555 1.308 -1.407
C6 2.247 -0.795 -2.185
C7 5.442 -1.574 0.304
C8 0.633 -1.673 0.490
H3 2.521 0.142 0.476
H4 2.184 -3.124 0.391
H5 1.406 -0.187 3.282
C9 4.491 -0.625 0.706
H6 -3.594 -1.571 -4.881
H7 1.241 -3.006 -1.095
C10 -3.016 -1.341 -4.001
I2 -3.425 4.126 -0.854
H8 0.203 2.610 -1.594
H9 -1.830 -3.118 -4.072
H10 -0.706 2.949 0.737
H11 -1.171 -1.529 2.366
C11 0.324 2.845 1.097
C12 -1.325 -1.905 -2.392
C13 -4.229 2.061 -2.991
H12 -0.588 -2.601 -2.023
O2 -0.079 0.747 2.170
H13 3.693 -3.091 -2.174
H14 -0.302 2.552 3.154
C14 3.918 -2.418 -1.360
C15 -3.235 -0.137 -3.302
H15 1.386 2.069 2.793
H16 6.397 -1.623 0.799
H17 1.645 -1.506 -2.758
H18 1.657 3.540 -1.138
C16 5.129 -2.448 -0.744
H19 2.264 1.917 -2.891
H20 -0.091 -2.260 3.610
N1 -1.497 -0.783 -1.678
C17 -4.153 0.865 -3.668
C18 0.313 -0.183 3.164
C19 1.688 -2.426 -0.288
H21 4.743 0.067 1.498
C20 -0.137 -1.588 2.748
C21 2.810 -1.517 -0.920
O3 0.703 -2.156 1.770
O4 1.402 0.307 -1.935
C22 1.190 2.546 -1.120
H22 -0.152 0.087 4.123
H23 -4.907 2.827 -3.329
C23 -3.432 2.282 -1.886
H24 3.093 -0.472 -2.805
H25 5.875 -3.157 -1.072
C24 -2.045 -2.201 -3.544
O5 1.088 2.061 0.200

Output
⟨S²⟩   0.81
Spin multiplicity   2
Strongest force on any atom   0.0537 hartree/bohr
Kohn-Sham gap (spin up / spin down)   3.16 / 2.96 eV
M   847.5 Da
E_LUMO (spin up / spin down)   -1.259 / -1.435 eV
ΔE to the lowest compared entry with this formula, charge and spin   208.2 kJ/mol



[2]
The following is a quantum chemistry calculation of a structure of composition C24H25LiN2OSi in a non-equilibrium geometry, from OMol25.

Element x y z (Å)
H1 -3.691 -1.889 -2.906
H2 5.632 2.590 -2.005
C1 6.243 2.361 -0.006
Si1 1.862 0.941 0.869
H3 4.329 1.142 2.435
H4 -4.010 -6.289 -0.760
H5 -3.909 -3.973 0.078
C2 0.471 2.105 5.168
H6 7.229 2.713 -0.266
C3 -2.255 -2.218 -0.939
C4 -0.898 3.525 -2.002
C5 4.605 1.529 1.478
C6 3.602 1.551 0.512
C7 5.310 2.269 -1.018
C8 -1.255 2.304 -1.559
H7 0.119 2.395 6.124
C9 -4.992 -5.093 -2.331
C10 0.309 4.026 -1.588
H8 6.681 1.872 2.039
H9 -5.895 -4.963 -1.659
H10 1.516 3.577 2.280
H11 3.322 1.814 -1.613
H12 -1.490 4.032 -2.760
H13 -2.984 -6.018 -2.084
N1 -2.938 -3.176 -1.487
C11 3.999 1.880 -0.791
H14 -2.330 -4.707 -0.114
H15 -2.233 1.900 -1.916
H16 -0.734 0.532 -0.559
C12 -3.183 -4.337 -0.676
N2 -1.653 -1.329 -0.447
H17 0.718 4.917 -2.019
H18 0.252 0.010 5.517
H19 1.244 -0.552 3.221
H20 0.917 4.077 4.611
C13 -4.760 -3.853 -3.185
H21 -4.696 -4.138 -4.275
C14 1.112 3.311 -0.654
C15 0.927 3.080 4.283
C16 -3.771 -5.487 -1.474
C17 -3.500 -2.978 -2.860
H22 -5.676 -3.215 -3.152
H23 -2.688 -3.247 -3.577
H24 2.104 3.772 -0.336
C18 -0.480 1.539 -0.729
C19 1.340 2.797 3.005
C20 1.042 0.477 3.525
O1 1.622 -0.578 0.456
C21 0.593 0.818 4.819
Li1 0.070 -1.262 0.544
C22 0.759 2.031 -0.239
C23 1.472 1.443 2.650
C24 5.915 1.920 1.278
H25 -5.293 -5.948 -2.904

Output
Strongest force on any atom   0.0650 hartree/bohr
Kohn-Sham gap   8.21 eV
M   392.5 Da
E_LUMO   -0.128 eV
ΔE to the lowest compared entry with this formula, charge and spin   0.0 kJ/mol



[3]
The following is a quantum chemistry calculation of a structure of composition C24H25MnN12P in a non-equilibrium geometry, from OMol25.

Element x y z (Å)
H1 -1.657 -2.437 -2.793
N1 0.003 -3.794 -2.777
H2 1.394 3.544 2.783
N2 3.763 -2.947 1.335
P1 -0.235 2.503 -1.714
N3 1.185 -2.008 1.017
N4 0.734 3.361 0.763
H3 1.777 2.258 -5.448
H4 1.098 5.349 1.177
C1 1.799 -1.910 2.208
N5 1.365 0.173 -1.792
Mn1 0.016 -0.627 -0.137
C2 1.582 2.611 -4.436
N6 -2.971 1.807 -1.790
H5 -0.143 -4.420 -3.559
C3 0.834 4.727 0.324
C4 0.965 1.290 -2.400
N7 1.703 1.514 -3.512
C5 0.943 -3.042 -1.072
H6 -4.446 3.001 -2.609
H7 -4.871 0.897 -1.463
H8 0.575 3.026 -4.392
H9 2.299 3.397 -4.193
H10 1.723 -1.467 4.149
C6 -3.809 0.837 -1.352
C7 -3.380 3.043 -2.395
C8 -0.746 -2.775 -2.336
H11 -3.857 -2.358 4.778
C9 0.335 2.304 0.023
N8 0.395 1.176 0.749
C10 -1.710 1.423 -1.487
H12 -3.332 -1.053 -0.318
H13 3.776 -2.028 3.145
C11 3.057 -3.305 0.268
H14 0.300 -2.046 5.694
H15 3.530 -3.958 -0.447
H16 -1.091 -1.295 1.682
H17 -0.119 5.068 -0.084
N9 1.061 -3.965 -1.994
H18 3.315 0.444 -4.407
C12 1.785 -2.793 0.080
C13 2.373 -0.329 -2.548
H19 -3.201 3.870 -1.708
C14 -1.270 -1.583 2.732
N10 -0.186 -2.270 -1.249
N11 -1.729 0.242 -0.861
C15 0.836 1.550 1.981
H20 -1.996 -2.505 6.406
H21 -2.840 3.226 -3.323
C16 -2.569 -1.832 3.148
H22 -3.377 -1.755 2.439
C17 3.175 -2.282 2.285
C18 2.593 0.497 -3.617
C19 1.047 2.901 1.998
C20 -0.505 -1.984 4.974
H23 2.882 -1.237 -2.287
C21 -1.801 -2.241 5.378
C22 -3.033 -0.132 -0.780
C23 -2.842 -2.170 4.463
C24 -0.223 -1.674 3.642
N12 1.141 -1.501 3.318
H24 1.604 4.835 -0.443
H25 0.977 0.851 2.783

Output
⟨S²⟩   3.77
Spin multiplicity   4
Strongest force on any atom   0.0243 hartree/bohr
Net charge   +2
Kohn-Sham gap (spin up / spin down)   7.89 / 7.81 eV
M   567.5 Da
E_LUMO (spin up / spin down)   -5.368 / -5.430 eV
ΔE to the lowest compared entry with this formula, charge and spin   14.4 kJ/mol



[4]
The following is a quantum chemistry calculation of the ion C24H25N2O with charge +1 in a non-equilibrium geometry, from OMol25.

Element x y z (Å)
O1 3.442 0.474 3.125
C1 0.255 2.185 2.535
C2 1.219 -0.488 2.616
C3 4.208 -0.430 2.369
C4 2.079 0.610 2.860
C5 -5.285 -1.378 2.054
H1 -1.860 2.437 5.145
C6 -6.362 -2.394 1.878
C7 5.910 -0.699 0.676
H2 -5.125 2.865 1.882
H3 -4.219 5.480 4.043
H4 -6.609 -2.529 0.800
H5 -2.412 -0.832 3.821
C8 -4.216 0.669 1.360
C9 -5.268 -0.235 1.256
C10 4.102 -1.811 2.495
H6 3.490 -2.241 3.289
C11 -0.145 -0.210 2.481
H7 2.316 2.742 2.866
H8 5.293 1.210 1.541
C12 -3.585 3.751 3.040
C13 -3.096 0.473 2.183
H9 6.621 -0.239 -0.020
H10 -2.134 2.217 1.199
C14 -4.195 -1.610 2.908
H11 -6.032 -3.358 2.309
C15 -2.053 1.558 2.128
C16 5.759 -2.093 0.706
H12 -5.393 4.513 2.334
C17 1.595 1.927 2.790
N1 -3.730 4.612 4.075
C18 5.169 0.126 1.527
H13 4.773 -3.723 1.720
H14 -0.110 3.215 2.599
H15 -2.098 5.370 5.226
C19 -2.662 4.432 5.062
C20 4.860 -2.631 1.635
C21 -1.856 3.293 4.450
C22 -4.611 3.834 1.978
H16 6.308 -2.734 0.001
H17 1.622 -1.488 2.519
H18 -3.051 4.155 6.066
C23 -3.139 -0.699 2.989
H19 -6.053 -0.075 0.531
H20 -4.180 -2.525 3.481
C24 -0.646 1.119 2.419
H21 -0.830 -1.058 2.488
H22 -4.297 1.634 0.842
H23 -7.269 -2.048 2.418
H24 -0.788 3.643 4.317
N2 -2.512 2.973 3.170
H25 -4.194 4.245 1.042

Output
Strongest force on any atom   0.0347 hartree/bohr
Net charge   +1
Kohn-Sham gap   8.30 eV
M   357.5 Da
E_LUMO   -2.750 eV
ΔE to the lowest compared entry with this formula, charge and spin   126.8 kJ/mol



Which of these has the lowest M? C24H25N2O